1.
{"formula": "C19H22N2O5S", "method": "wB97M-V/def2-TZVPD", "gap_ev": 7.3, "multiplicity": 1, "lumo_energy_ev": -1.01, "smiles": "CCOC(=O)c1ccc(S(=O)(=O)Nc2ccc(N3CCOCC3)cc2)cc1", "species": ["C", "C", "O", "C", "O", "C", "C", "C", "C", "S", "O", "O", "N", "C", "C", "C", "C", "N", "C", "C", "O", "C", "C", "C", "C", "C", "C", "H", "H", "H", "H", "H", "H", "H", "H", "H", "H", "H", "H", "H", "H", "H", "H", "H", "H", "H", "H", "H", "H"], "positions_angstrom": [[2.377, 1.821, -3.479], [1.226, 0.888, -4.149], [0.413, 0.176, -3.454], [-0.438, 1.151, -2.745], [-0.571, 2.464, -2.926], [-1.249, 0.180, -1.782], [-1.121, -1.167, -1.676], [-2.108, -1.806, -0.826], [-2.859, -1.068, 0.071], [-4.007, -1.819, 1.105], [-5.506, -1.499, 0.939], [-3.732, -3.266, 1.009], [-3.442, -1.452, 2.706], [-2.060, -0.877, 2.650], [-1.575, 0.209, 2.912], [-0.210, 0.801, 2.903], [0.680, -0.221, 2.404], [2.020, 0.077, 2.287], [2.243, 1.605, 1.596], [2.221, 1.407, 0.186], [3.118, 0.442, -0.527], [2.833, -0.759, 0.088], [2.884, -0.782, 1.442], [0.214, -1.378, 2.057], [-0.976, -2.153, 2.229], [-2.971, 0.219, -0.181], [-2.365, 0.876, -1.210], [3.025, 2.114, -4.313], [1.813, 2.630, -3.096], [3.009, 1.047, -2.713], [0.681, 1.498, -4.721], [1.726, 0.084, -4.796], [-0.611, -1.687, -2.211], [-1.865, -2.889, -0.704], [-4.092, -0.578, 2.813], [-2.294, 1.061, 3.281], [0.074, 1.871, 3.222], [1.457, 2.251, 2.029], [3.088, 1.872, 1.962], [2.463, 2.460, -0.272], [1.262, 1.337, -0.127], [3.648, -1.559, -0.440], [1.785, -0.869, -0.202], [2.777, -1.764, 1.889], [3.978, -0.432, 2.070], [0.763, -2.296, 1.468], [-1.519, -2.956, 1.959], [-3.864, 0.676, 0.324], [-2.339, 2.061, -1.054]], "atomic_forces_ev_per_a": [[0.32, -4.94, 0.34], [8.37, -0.22, -3.65], [-5.25, 1.63, 6.14], [-1.13, 1.41, -0.19], [1.27, -8.50, 0.96], [-1.18, 5.07, -1.69], [-8.49, 4.82, 6.94], [3.70, -1.35, 0.13], [0.28, -2.86, -2.29], [-4.04, -4.96, 1.38], [5.34, 0.37, 0.60], [-0.04, 1.98, -0.29], [-1.26, 4.93, -1.07], [-1.31, -14.72, -2.59], [2.25, 13.41, 3.91], [-0.54, -3.49, -0.89], [0.63, 7.83, 2.19], [0.99, 3.22, -2.66], [-4.92, -4.80, 2.28], [3.39, 3.57, -4.12], [-0.59, 3.29, 1.94], [1.35, -2.43, -6.92], [3.92, 0.39, 10.39], [-2.77, -13.69, -3.72], [-0.77, 12.21, 2.68], [-3.84, 3.93, 0.24], [3.07, 2.33, 2.08], [-0.12, 0.04, 0.34], [0.20, 0.96, 1.04], [-1.78, 2.80, -1.81], [-1.72, 2.60, -2.86], [-0.16, 1.47, 0.35], [6.50, -6.00, -6.06], [-1.14, 0.83, -0.05], [1.09, -1.69, 0.77], [0.74, -1.64, -0.75], [-0.87, -2.24, -0.45], [0.47, -0.37, -0.93], [5.71, 1.77, 2.34], [0.05, -1.81, 0.57], [-3.26, -1.28, -1.28], [-2.62, 1.78, 1.53], [-0.29, -1.47, -0.26], [0.01, -0.40, -0.45], [-2.38, -1.11, -2.74], [0.51, 3.05, 1.36], [-0.58, -3.26, -1.17], [1.18, 0.28, -0.20], [-0.31, -2.75, -1.40]], "nbo_charge": [-0.659, -0.052, -0.487, 0.778, -0.575, -0.117, -0.157, -0.101, -0.382, 2.179, -0.867, -0.942, -0.767, 0.106, -0.299, -0.217, 0.088, -0.403, -0.198, -0.138, -0.512, -0.109, -0.284, -0.273, -0.121, -0.168, -0.178, 0.217, 0.221, 0.235, 0.165, 0.164, 0.197, 0.247, 0.377, 0.207, 0.238, 0.222, 0.189, 0.216, 0.181, 0.210, 0.180, 0.242, 0.204, 0.225, 0.238, 0.226, 0.259]}

2.
{"formula": "C48H66N10O4S2", "method": "wB97M-V/def2-TZVPD", "gap_ev": 8.2, "multiplicity": 1, "lumo_energy_ev": 0.39, "smiles": "O=S1(=O)CCCC1.O=S1(=O)CCCC1.c1cc[nH]c1.c1cc[nH]c1.c1cc[nH]c1.c1cc[nH]c1.c1cc[nH]c1.c1cc[nH]c1.c1cc[nH]c1.c1cc[nH]c1.c1cc[nH]c1.c1cc[nH]c1", "species": ["O", "S", "O", "C", "C", "C", "C", "H", "H", "H", "H", "H", "H", "H", "H", "O", "S", "O", "C", "C", "C", "C", "H", "H", "H", "H", "H", "H", "H", "H", "C", "C", "C", "N", "C", "H", "H", "H", "H", "H", "C", "C", "C", "N", "C", "H", "H", "H", "H", "H", "C", "C", "C", "N", "C", "H", "H", "H", "H", "H", "C", "C", "C", "N", "C", "H", "H", "H", "H", "H", "C", "C", "C", "N", "C", "H", "H", "H", "H", "H", "C", "C", "C", "N", "C", "H", "H", "H", "H", "H", "C", "C", "C", "N", "C", "H", "H", "H", "H", "H", "C", "C", "C", "N", "C", "H", "H", "H", "H", "H", "C", "C", "C", "N", "C", "H", "H", "H", "H", "H", "C", "C", "C", "N", "C", "H", "H", "H", "H", "H"], "positions_angstrom": [[-20.403, 14.553, -7.263], [-21.208, 13.646, -8.087], [-20.512, 12.816, -9.062], [-22.272, 12.526, -7.195], [-23.707, 12.582, -7.899], [-23.537, 13.363, -9.267], [-22.515, 14.457, -8.968], [-22.354, 12.944, -6.189], [-21.829, 11.548, -7.107], [-24.118, 11.559, -8.134], [-24.356, 13.098, -7.199], [-24.508, 13.683, -9.593], [-23.191, 12.735, -10.086], [-22.939, 15.186, -8.241], [-22.058, 15.059, -9.762], [-19.904, 10.769, -6.408], [-18.917, 9.686, -6.508], [-18.925, 8.645, -5.549], [-18.985, 9.053, -8.140], [-17.540, 8.931, -8.542], [-16.792, 10.208, -8.060], [-17.265, 10.349, -6.571], [-19.610, 9.788, -8.668], [-19.526, 8.110, -8.144], [-17.073, 7.987, -8.126], [-17.521, 8.830, -9.629], [-17.219, 11.065, -8.604], [-15.676, 10.181, -8.247], [-17.264, 11.410, -6.338], [-16.651, 9.795, -5.887], [-20.838, 5.837, -8.618], [-20.898, 6.632, -9.805], [-19.691, 6.612, -10.376], [-18.855, 5.777, -9.644], [-19.578, 5.358, -8.538], [-21.721, 5.658, -8.023], [-21.799, 7.103, -10.155], [-19.485, 6.851, -11.376], [-17.883, 5.522, -9.868], [-19.145, 4.763, -7.788], [-23.699, 4.321, -6.161], [-22.669, 3.529, -6.761], [-21.635, 3.491, -5.856], [-22.039, 4.186, -4.751], [-23.275, 4.704, -4.958], [-24.621, 4.484, -6.601], [-22.794, 2.988, -7.675], [-20.713, 2.866, -5.842], [-21.536, 4.210, -3.869], [-23.702, 5.343, -4.149], [-15.477, 13.235, -10.453], [-15.658, 13.882, -9.188], [-17.004, 13.809, -8.899], [-17.633, 13.323, -10.024], [-16.688, 12.952, -10.965], [-14.504, 13.154, -11.003], [-14.889, 14.312, -8.603], [-17.579, 14.104, -8.063], [-18.610, 12.933, -9.974], [-16.925, 12.374, -11.874], [-20.111, 11.121, -11.988], [-20.145, 12.394, -12.632], [-19.824, 12.156, -13.941], [-19.720, 10.783, -14.160], [-19.838, 10.191, -12.938], [-20.273, 10.890, -10.963], [-20.217, 13.391, -12.212], [-19.705, 12.763, -14.779], [-19.433, 10.351, -15.028], [-19.446, 9.245, -12.808], [-16.127, 14.136, -5.387], [-15.186, 13.070, -5.099], [-15.727, 12.391, -4.049], [-16.935, 12.910, -3.731], [-17.150, 14.026, -4.498], [-15.943, 14.889, -6.141], [-14.219, 12.937, -5.591], [-15.386, 11.443, -3.669], [-17.609, 12.593, -3.041], [-18.030, 14.655, -4.423], [-18.347, 5.935, -1.790], [-18.309, 4.910, -2.807], [-18.942, 5.465, -3.891], [-19.302, 6.788, -3.596], [-19.023, 7.004, -2.295], [-18.099, 5.839, -0.737], [-17.919, 3.951, -2.681], [-19.099, 5.052, -4.849], [-19.610, 7.468, -4.209], [-19.383, 7.909, -1.805], [-19.624, 11.482, -1.399], [-20.235, 12.732, -1.817], [-20.171, 12.748, -3.193], [-19.703, 11.533, -3.616], [-19.369, 10.790, -2.512], [-19.558, 11.002, -0.361], [-20.769, 13.436, -1.136], [-20.433, 13.419, -3.982], [-19.508, 11.375, -4.642], [-18.784, 9.949, -2.821], [-14.620, 8.425, -4.386], [-13.909, 8.686, -3.177], [-14.825, 8.297, -2.166], [-15.965, 7.822, -2.731], [-15.848, 7.906, -4.060], [-14.116, 8.593, -5.356], [-12.895, 9.037, -3.190], [-14.739, 8.430, -1.115], [-16.791, 7.407, -2.304], [-16.570, 7.382, -4.597], [-23.486, 8.426, -7.587], [-24.433, 8.583, -6.507], [-23.731, 8.838, -5.392], [-22.400, 8.878, -5.698], [-22.239, 8.613, -7.010], [-23.652, 8.159, -8.604], [-25.476, 8.506, -6.540], [-24.127, 9.045, -4.398], [-21.740, 9.165, -5.043], [-21.266, 8.382, -7.453], [-13.518, 7.697, -8.402], [-14.451, 6.682, -8.613], [-14.477, 6.375, -9.937], [-13.571, 7.164, -10.583], [-12.983, 7.986, -9.639], [-13.221, 8.183, -7.515], [-14.990, 6.085, -7.812], [-14.929, 5.537, -10.442], [-13.384, 7.258, -11.554], [-12.211, 8.623, -9.982]], "atomic_forces_ev_per_a": [[-1.26, -1.00, -0.78], [1.19, -0.43, 0.04], [0.14, 0.26, 0.00], [-1.57, 0.63, 0.47], [1.39, -0.93, -0.97], [0.37, -0.47, 0.86], [-0.64, 1.39, 0.61], [0.01, -0.11, -0.01], [0.23, -0.20, -0.33], [0.54, 1.00, 0.59], [-0.29, 0.10, -0.29], [-0.36, 0.74, -0.03], [0.31, -0.33, 0.25], [0.20, -0.37, -0.37], [-0.21, -0.48, -0.10], [0.63, -0.65, 0.47], [0.18, 2.55, -1.60], [-0.47, -1.56, 1.68], [-0.66, -0.11, 0.01], [1.19, -0.57, -0.70], [-0.50, -0.59, 0.05], [0.81, 0.88, -1.32], [0.55, -0.09, -0.25], [0.16, -0.15, 0.07], [-0.54, 1.05, -0.29], [0.28, -0.02, 0.00], [0.36, -0.17, 0.02], [-1.36, -0.03, 0.57], [-0.18, 0.05, 0.48], [0.21, -0.29, 0.44], [-0.99, 0.72, -0.58], [-1.28, -0.19, 1.16], [1.16, -1.23, -0.44], [-0.14, 0.37, 0.28], [0.56, 0.01, -0.62], [0.47, -0.12, 0.41], [0.06, 0.17, -0.25], [0.69, 0.66, -0.99], [-1.05, 0.41, 0.29], [0.55, -0.70, 0.67], [0.81, -1.02, -1.34], [-0.23, 0.20, 0.73], [0.55, -1.34, -0.13], [1.07, -0.08, 0.53], [-0.14, 1.43, 2.83], [-1.54, 0.55, -0.63], [0.34, -0.04, -0.34], [-0.89, 0.82, -0.05], [-0.13, 0.20, -0.51], [0.19, -0.71, -1.06], [2.33, 1.16, -0.40], [-0.75, -0.94, -0.31], [0.67, 0.18, -1.45], [-1.38, -1.37, 0.15], [-1.26, -1.11, -0.32], [-1.15, -0.03, 0.69], [0.48, 0.21, 0.59], [-0.38, 0.32, 0.68], [1.40, 0.84, -0.21], [-0.15, 0.68, 0.67], [-0.23, 0.46, -0.19], [0.66, -0.03, -0.38], [-0.58, -1.49, -0.05], [0.34, 1.48, 0.71], [0.06, 0.58, -0.44], [-0.01, 0.08, 0.63], [-0.23, -0.32, 0.11], [0.02, 1.22, -0.96], [-0.07, 0.12, 0.39], [0.05, -2.09, 0.29], [1.45, -0.39, -0.18], [-0.41, 1.32, -0.34], [0.55, -1.54, -0.32], [-0.63, 0.85, 0.36], [-0.60, 0.19, -0.55], [-0.35, 0.07, 0.15], [-0.54, -0.19, 0.31], [-0.02, -0.01, 0.46], [0.52, -0.07, -0.09], [0.11, -0.31, 0.22], [-0.42, -0.97, 0.73], [-0.94, 2.45, 0.43], [0.49, 1.09, 0.32], [0.47, -3.43, 1.26], [-0.01, 1.07, 0.50], [0.15, -0.10, -0.29], [0.48, -1.24, -0.09], [-0.15, -0.16, -0.87], [-0.74, 1.22, -1.55], [0.40, -0.27, -0.16], [-1.20, 0.04, 2.70], [-0.17, 0.12, 0.92], [-0.46, -0.70, 0.01], [0.19, 1.03, -0.88], [1.16, -0.86, -2.97], [0.00, 1.24, -1.65], [0.89, -0.51, -0.87], [-0.38, 0.67, 0.16], [-0.34, -0.12, 1.75], [0.08, -0.85, 0.85], [1.25, 0.27, -0.51], [-2.57, -0.95, 0.25], [1.70, 0.82, -0.30], [0.55, 0.47, 0.64], [0.73, -0.10, -0.87], [-0.93, -0.31, 0.50], [0.03, 0.19, 0.66], [0.04, -0.15, 0.59], [0.46, 0.19, 0.22], [-1.07, -0.30, -1.31], [0.43, 0.25, 1.54], [0.86, -0.28, -1.59], [-0.07, 0.60, 1.27], [-1.45, -0.42, 0.00], [0.11, -0.63, -1.44], [-0.20, -0.12, -0.40], [-1.23, -0.12, -0.20], [0.43, -0.04, -0.27], [1.48, 0.37, 0.81], [-0.67, 0.46, 0.35], [0.70, 0.55, -1.45], [-1.40, -1.75, 1.81], [-0.05, -0.73, -0.76], [0.28, 0.73, 1.53], [-0.54, -0.68, -0.40], [0.13, 0.25, 0.89], [0.67, 1.03, -1.18], [-0.24, 0.14, -0.04], [-0.09, -0.26, -0.49], [0.47, 0.73, 0.11]], "mulliken_charge": [-0.813, 1.242, -0.303, 0.653, -0.528, -0.734, -0.857, 0.373, -0.925, 0.213, 0.337, 0.525, 0.190, 0.347, 0.467, 0.241, 0.427, -0.278, 1.099, -1.090, 0.477, 0.705, 0.544, -1.609, -0.126, 0.774, -0.735, 0.467, -0.590, -0.348, 0.010, -0.703, -1.003, 0.130, -0.771, 0.464, 0.443, 0.584, 0.212, 0.566, -0.393, -0.617, -0.399, 0.052, -0.648, 0.524, 0.486, 0.401, 0.284, 0.371, -0.663, -0.377, -0.539, 0.113, -0.562, 0.349, 0.511, 0.589, 0.172, 0.342, 0.092, -0.751, -0.839, 0.001, -0.804, 0.587, 0.435, 0.521, 0.209, 0.423, -0.443, -0.441, -0.741, 0.162, -0.784, 0.567, 0.436, 0.586, 0.224, 0.419, -0.598, -0.601, -1.117, 0.679, -0.839, 0.514, 0.601, 0.835, 0.364, 0.442, -0.589, -0.678, -0.742, 0.692, -0.733, 0.323, 0.389, 0.551, -0.195, 0.764, 0.068, -0.684, -0.929, 0.288, -1.122, 0.331, 0.453, 0.406, 0.276, 0.790, -0.799, -0.881, -0.671, 0.811, 0.963, 0.436, 0.555, 0.524, -0.190, -0.647, -0.192, -0.031, -0.804, 0.027, -0.917, 0.545, 0.395, 0.413, 0.175, 0.415]}

3.
{"formula": "C8H16MnO5", "method": "wB97M-V/def2-TZVPD", "gap_ev": [8.1, 7.9], "multiplicity": 6, "lumo_energy_ev": [-8.60, -8.82], "total_charge": 2, "species": ["O", "C", "C", "O", "C", "Mn", "H", "H", "H", "H", "H", "H", "H", "O", "C", "C", "O", "C", "C", "O", "C", "H", "H", "H", "H", "H", "H", "H", "H", "H"], "positions_angstrom": [[-0.856, 1.254, 0.535], [-1.954, 0.546, 0.898], [-2.885, 0.264, -0.236], [-2.125, 0.052, -1.422], [-2.884, -0.475, -2.517], [-0.326, 0.898, -1.364], [-2.450, 0.915, 1.804], [-1.051, -0.427, 1.437], [-3.580, 1.105, -0.387], [-3.470, -0.637, 0.000], [-2.316, -0.290, -3.433], [-3.026, -1.553, -2.370], [-3.857, 0.029, -2.566], [3.881, -1.311, -2.942], [2.814, -1.156, -2.410], [2.597, -0.079, -1.363], [1.278, -0.132, -0.818], [1.170, -0.674, 0.513], [0.492, 0.356, 1.407], [0.622, -0.053, 2.703], [1.383, 0.738, 3.593], [1.910, -1.734, -2.710], [3.352, -0.157, -0.569], [2.725, 0.899, -1.846], [2.165, -0.920, 0.899], [0.551, -1.577, 0.446], [1.044, 1.297, 1.227], [0.822, 0.892, 4.528], [2.321, 0.197, 3.751], [1.651, 1.734, 3.213]], "atomic_forces_ev_per_a": [[3.05, 1.31, -0.41], [1.47, -4.22, 3.22], [-0.90, -0.39, 0.91], [0.34, 0.11, -0.11], [-0.57, -0.51, -0.73], [-0.34, 0.63, -0.40], [-0.05, -0.04, -0.38], [-5.04, 0.56, -1.24], [0.18, -0.12, -0.05], [0.07, 0.23, -0.14], [-0.19, -0.07, 0.15], [0.02, 0.29, -0.04], [0.27, -0.07, -0.05], [-1.10, 0.22, 0.76], [0.91, -0.39, -1.05], [1.26, 0.36, -0.42], [0.14, -0.09, 0.49], [-2.22, -1.02, -0.59], [4.62, 2.65, 1.44], [-2.16, 0.06, -3.20], [0.68, 1.40, 1.42], [0.11, -0.02, 0.14], [-0.23, 0.04, -0.20], [0.05, -0.16, 0.08], [-0.33, 0.29, 0.16], [0.40, -0.14, 0.06], [-0.10, -0.22, 0.58], [0.28, -0.36, -0.38], [-0.30, -0.02, 0.24], [-0.33, -0.30, -0.27]], "lowdin_spin": [0.085, 0.009, 0.007, 0.065, 0.011, 4.719, 0.002, 0.002, 0.001, 0.001, 0.002, 0.001, 0.001, 0.001, 0.001, 0.012, 0.063, 0.005, 0.005, 0.003, 0.000, 0.000, 0.001, 0.002, 0.000, 0.000, 0.001, 0.000, 0.000, 0.000]}

Taking the records one at a time from the top gives total energy values of -44097.689 -95603.693 -50090.333 eV.
Taking the records one at a time from the top gives relative energy (zero: lowest compared OMol25 entry of this formula, charge and spin) values of 16.941 0.261 2.779 eV.
Taking the records one at a time from the top gives molecular weight values of 390.5 911.3 247.1 g mol⁻¹.